[1]
{
  "formula": "C4H5F3O",
  "method": "ωB97M-V with the def2-TZVPD basis set",
  "symbols": ["F", "F", "F", "O", "C", "C", "C", "C", "H", "H", "H", "H", "H"],
  "coordinates": [[1.857, -1.406, 0.143], [2.223, 0.482, -0.841], [-2.376, -1.353, 0.093], [1.180, 0.513, 1.200], [1.398, -0.156, 0.009], [-1.283, -0.615, 0.331], [-0.236, -0.345, -0.719], [-1.136, 0.730, -0.328], [-1.957, 1.162, -1.066], [-0.035, -0.921, -1.574], [-0.816, -0.581, 1.226], [-0.869, 1.641, 0.137], [2.049, 0.849, 1.389]],
  "gap_ev": 11.1,
  "spin_multiplicity": 1,
  "relative_energy_kj_mol": 123.40,
  "e_tot_ev": -14426.7654,
  "smiles": "OC(F)(F)[C@@H]1C[C@H]1F",
  "lumo_energy_ev": 0.66
}

***

[2]
{
  "formula": "C33H30F32NO5P",
  "method": "ωB97M-V with the def2-TZVPD basis set",
  "symbols": ["P", "F", "F", "F", "F", "F", "F", "F", "F", "F", "F", "F", "F", "F", "F", "F", "F", "F", "F", "F", "F", "F", "F", "F", "F", "F", "F", "F", "F", "F", "F", "F", "F", "O", "O", "O", "O", "O", "N", "C", "C", "C", "C", "C", "C", "C", "C", "C", "C", "C", "C", "C", "C", "C", "C", "C", "C", "C", "C", "C", "C", "C", "C", "C", "C", "C", "C", "C", "C", "C", "C", "C", "H", "H", "H", "H", "H", "H", "H", "H", "H", "H", "H", "H", "H", "H", "H", "H", "H", "H", "H", "H", "H", "H", "H", "H", "H", "H", "H", "H", "H", "H"],
  "coordinates": [[-6.117, -0.272, 0.327], [6.837, -4.368, 6.003], [1.470, 0.497, 1.548], [8.760, -2.933, 4.729], [-9.139, 4.392, -6.206], [6.894, -0.313, -2.873], [3.841, -1.722, 3.671], [9.923, -3.617, -1.410], [9.331, -4.205, -4.049], [-6.957, 5.982, -3.944], [-12.012, 7.971, -5.460], [-0.398, -0.016, 2.495], [7.975, -1.549, 3.250], [7.860, -5.640, 7.444], [5.836, -0.762, 2.107], [4.365, -1.247, -3.187], [9.350, -5.499, 5.153], [8.449, -7.442, 5.429], [7.816, -3.918, -1.788], [-7.546, 3.497, -5.021], [3.924, -0.406, 1.147], [0.285, -1.714, 0.502], [-10.813, 6.569, -6.610], [8.170, -2.369, -4.196], [-8.939, 5.266, -3.464], [7.511, -3.511, 1.487], [6.400, -3.737, 3.343], [2.073, -2.333, 1.600], [5.613, 0.013, -1.148], [-11.283, 4.645, -4.561], [4.873, -0.004, 4.515], [5.750, -2.915, -3.102], [-13.044, 5.474, -5.518], [-3.551, -2.687, 2.160], [7.585, -6.122, 3.905], [-8.654, 6.902, -4.979], [8.626, -1.849, -1.446], [1.460, -0.404, 3.608], [-7.218, 2.156, 1.037], [-7.591, 3.413, 0.809], [8.843, -3.083, -2.029], [-2.431, 1.586, 1.134], [7.226, -5.632, 6.249], [-6.557, 2.010, -1.288], [-7.983, 4.654, -5.573], [8.558, -2.760, 3.411], [-3.138, 0.491, 1.566], [-2.400, -0.793, -0.286], [0.877, -0.414, 2.348], [2.665, 0.317, 3.845], [8.172, -6.148, 5.160], [0.837, -1.804, 1.731], [-9.933, 7.397, -4.584], [-11.175, 6.900, -5.352], [4.680, -0.061, 2.205], [-7.445, 3.989, -0.433], [-6.945, 3.328, -1.536], [-3.154, -0.704, 0.876], [-1.698, 1.492, -0.033], [-11.996, 5.775, -4.715], [9.166, -2.969, -3.521], [-6.708, 1.527, -0.007], [7.636, -3.825, 2.812], [-8.171, 5.707, -4.477], [4.002, -0.388, 3.538], [6.281, -0.947, -1.847], [-5.382, -2.017, 0.704], [7.350, -1.515, -0.893], [-3.992, -1.887, 1.351], [8.108, -5.292, 2.872], [-1.688, 0.299, -0.716], [5.219, -1.916, -2.374], [-1.114, 0.256, -1.639], [-6.056, -2.623, 1.319], [-12.389, 6.082, -3.742], [-10.071, 7.337, -3.505], [2.625, 1.319, 3.418], [-9.872, 8.463, -4.804], [-1.155, 2.356, -0.401], [-5.287, -0.182, -0.829], [-7.427, -0.789, 0.149], [-2.510, 2.496, 1.721], [9.193, -5.375, 2.800], [-7.779, 5.019, -0.558], [7.727, -5.750, 1.959], [10.082, -2.393, -3.670], [-8.002, 4.017, 1.616], [7.578, -0.707, -0.199], [-5.196, -2.518, -0.261], [4.641, -2.344, -1.550], [-6.121, 1.410, -2.082], [4.920, 1.003, 2.135], [-3.747, 0.532, 2.467], [-2.427, -1.733, -0.831], [-5.779, 0.137, 1.649], [2.665, 0.467, 4.925], [-6.850, 3.796, -2.507], [0.238, -2.486, 2.340], [6.961, -2.317, -0.273], [9.528, -2.744, 2.906], [6.338, -6.263, 6.312], [-7.253, 4.996, -6.309]],
  "gap_ev": 8.8,
  "spin_multiplicity": 1,
  "e_tot_ev": -142680.7717,
  "smiles": "O=C(C[PH3]c1ccccn1)c1ccccc1.FC(F)C(F)(F)COC(F)(F)C(F)F.FC(F)C(F)(F)COC(F)(F)C(F)F.FC(F)C(F)(F)COC(F)(F)C(F)F.FC(F)C(F)(F)COC(F)(F)C(F)F",
  "lumo_energy_ev": 0.46
}

***

[3]
{
  "formula": "C25H44Cl3HgN4O3SeSi",
  "method": "ωB97M-V with the def2-TZVPD basis set",
  "symbols": ["Hg", "Se", "Cl", "Cl", "Cl", "Si", "O", "O", "O", "N", "N", "N", "N", "C", "C", "C", "C", "C", "C", "C", "C", "C", "C", "C", "C", "C", "C", "C", "C", "C", "C", "C", "C", "C", "C", "C", "C", "C", "H", "H", "H", "H", "H", "H", "H", "H", "H", "H", "H", "H", "H", "H", "H", "H", "H", "H", "H", "H", "H", "H", "H", "H", "H", "H", "H", "H", "H", "H", "H", "H", "H", "H", "H", "H", "H", "H", "H", "H", "H", "H", "H", "H"],
  "coordinates": [[1.865, -0.331, 2.913], [-0.916, -0.479, 0.674], [1.682, 1.801, 1.818], [2.440, -2.475, 1.875], [1.785, 0.221, 5.310], [2.341, 1.065, -1.232], [0.805, 1.735, -1.518], [-0.621, -2.105, -2.900], [0.315, -2.828, 4.800], [-1.896, -1.643, 3.103], [-1.871, -3.070, 1.477], [2.008, -4.308, 4.395], [-0.786, -0.088, -4.017], [-2.352, -3.736, 2.586], [-2.104, 1.535, -1.121], [-1.704, -3.654, 0.166], [-0.202, 3.866, -2.061], [3.984, 0.523, -0.101], [1.197, -5.124, 3.517], [-3.430, 1.291, -0.747], [1.995, -0.737, -1.568], [-1.671, 5.301, -3.474], [-3.078, 2.543, 1.302], [-2.381, -2.833, 3.606], [-1.706, 0.899, -4.572], [-1.257, -1.098, -3.226], [0.524, -0.183, -4.647], [0.040, 2.807, -0.960], [-1.582, -1.769, 1.779], [-1.734, -0.422, 3.865], [-1.298, 2.378, -0.349], [-1.751, 2.782, 0.924], [-3.938, 1.831, 0.443], [-1.420, 4.167, -2.549], [1.475, -3.198, 4.953], [3.408, -4.632, 4.583], [1.044, 4.556, -2.540], [3.416, 2.369, -1.967], [-0.745, -0.394, 4.346], [0.973, -1.037, -1.266], [1.742, -6.053, 3.333], [-1.824, 0.426, 3.176], [-2.529, -0.390, 4.623], [3.349, 3.323, -1.429], [-2.641, -4.773, 2.524], [2.703, -1.399, -1.036], [3.164, 2.553, -3.013], [3.913, -0.337, 0.600], [3.810, -5.140, 3.704], [1.631, 3.953, -3.257], [-1.499, 1.903, -4.159], [-2.686, -3.808, -0.295], [1.232, 0.489, -4.135], [0.632, 3.225, -0.136], [0.878, -1.217, -4.587], [-2.295, -0.910, -2.885], [-1.592, 0.934, -5.668], [2.202, -2.630, 5.569], [-1.193, -4.620, 0.270], [-2.738, 0.614, -4.306], [-1.632, 1.087, -2.011], [0.226, -5.332, 3.985], [1.035, -4.602, 2.564], [-4.983, 1.655, 0.718], [-2.669, -2.943, 4.635], [-2.743, 5.333, -3.679], [3.521, -5.287, 5.457], [2.086, -0.871, -2.658], [4.740, 0.191, -0.851], [-1.021, 3.236, 1.609], [4.423, 1.388, 0.435], [-4.041, 0.648, -1.390], [-2.319, 3.669, -2.185], [-1.389, 6.245, -2.995], [-1.116, -2.980, -0.465], [4.464, 2.057, -1.902], [0.836, 5.512, -3.047], [-1.135, 5.223, -4.426], [0.455, 0.145, -5.692], [1.670, 4.759, -1.655], [3.956, -3.703, 4.769], [-3.473, 2.900, 2.270]],
  "gap_ev": 6.6,
  "spin_multiplicity": 1,
  "relative_energy_kj_mol": 18.60,
  "charge": -1,
  "e_tot_ev": -153712.6821,
  "lumo_energy_ev": 2.46
}